Entry 1:
{"formula": "C2H8N3", "method": "ωB97M-V with the def2-TZVPD basis set", "symbols": ["C", "C", "N", "N", "N", "H", "H", "H", "H", "H", "H", "H", "H"], "coordinates": [[-2.2681, -0.3250, -0.1332], [1.3497, 0.4849, 0.1268], [-1.0532, -0.1757, 0.4195], [-0.0941, 0.5980, -0.0169], [1.7583, -0.7568, -0.3921], [-3.1189, -0.7854, 0.3516], [-2.5509, 0.1797, -1.0968], [1.6878, 1.5444, -0.3420], [1.4841, 0.6019, 1.2359], [-0.3681, 1.3772, -0.6890], [1.7457, -1.4028, 0.3263], [2.3927, -0.7274, -1.1352], [-0.9650, -0.6130, 1.3450]], "homo_energy_ev": [-13.8901, -13.8899], "energy_ev": -6664.477, "de_lowest_ev": 4.153, "fmax_ha_per_bohr": 0.0945, "homo_lumo_gap_ev": [8.96, 8.96], "charge": 1, "smiles": "C=[NH+]NCN"}


Entry 2:
{"formula": "C2H8N3", "method": "ωB97M-V with the def2-TZVPD basis set", "symbols": ["C", "C", "N", "N", "N", "H", "H", "H", "H", "H", "H", "H", "H"], "coordinates": [[1.1612, 0.3693, -0.3439], [-1.1828, -0.0294, 0.6829], [2.4687, 0.0495, -0.2796], [-1.7202, -0.0010, -0.8286], [0.3259, 0.0125, 0.6098], [0.7154, 0.6247, -1.2445], [-1.7759, 0.5516, 1.3730], [-1.4175, -0.9526, 1.0932], [3.1151, 0.5408, -0.8856], [2.8229, 0.0005, 0.6758], [-2.5709, 0.5288, -1.0473], [-1.9985, -0.9615, -1.0604], [0.7051, 0.0417, 1.5657]], "homo_energy_ev": -14.4264, "energy_ev": -6666.647, "de_lowest_ev": 1.982, "fmax_ha_per_bohr": 0.0969, "homo_lumo_gap_ev": 10.34, "charge": 1, "smiles": "N/C=[NH+]/CN"}


charge of number 2 (C2H8N3)? +1